[1]
Below is a structure of composition C2H3NO2 in a non-equilibrium geometry, with properties calculated with wB97M-V/def2-TZVPD.

```
8
Properties=species:S:1:pos:R:3:nbo_charge:R:1
C 0.0612 -0.9161 0.6601 0.876
C -0.3096 0.8156 -0.1953 0.118
N 0.4885 -0.3726 -0.5589 -0.689
O 0.2967 -1.9595 1.2580 -0.584
O -0.6865 0.1839 0.9532 -0.487
H 0.2501 1.7241 -0.1007 0.169
H -1.2490 1.2385 -0.7710 0.170
H 1.1485 -0.7140 -1.2455 0.426
```

The value obtained for the frontier orbital gap is 11.148 eV. The calculation puts the electronic energy at -283.21501 a.u.

[2]
Below is a structure of composition C2H3NO2 in a non-equilibrium geometry, with properties calculated with wB97M-V/def2-TZVPD.

```
8
Properties=species:S:1:pos:R:3:nbo_charge:R:1
C 0.5776 -0.0851 -1.1741 0.554
C -0.2335 0.3759 1.1886 0.551
H 0.2263 -1.1649 -1.9364 0.101
H -1.2854 -0.6693 -0.1320 0.430
H -1.2037 0.0551 1.7483 0.088
N -0.3408 -0.1001 -0.1162 -0.695
O 1.6977 0.5265 -1.3449 -0.525
O 0.5619 1.0618 1.7668 -0.505
```

The value obtained for the frontier orbital gap is 10.424 eV. The calculation puts the electronic energy at -283.18736 a.u.

[3]
Below is an isolated molecule of C2H3NO2 in a non-equilibrium geometry, with properties calculated with wB97M-V/def2-TZVPD.

```
8
Properties=species:S:1:pos:R:3:nbo_charge:R:1
O 1.8707 -0.1438 0.2527 -0.500
N 0.8499 0.2199 -0.5180 0.111
C -0.4726 -0.4193 -0.0776 -0.224
C -1.0243 0.7579 0.1680 0.125
O 0.0623 1.5061 0.0198 -0.417
H 2.5534 0.3623 -0.2232 0.482
H -0.6394 -1.4379 -0.2349 0.211
H -2.0014 1.1896 0.4703 0.213
```

Its SMILES is On1cco1. The value obtained for the frontier orbital gap is 9.945 eV. The calculation puts the electronic energy at -283.05655 a.u.

[4]
Below is an isolated molecule of C2H3NO2 in a non-equilibrium geometry, with properties calculated with wB97M-V/def2-TZVPD.

```
8
Properties=species:S:1:pos:R:3:nbo_charge:R:1
N -0.4407 1.0987 0.1936 -0.819
C -0.5368 -0.2478 0.1489 0.557
O -1.4501 -0.9141 0.5421 -0.541
C 0.7245 -0.8893 -0.4805 0.327
O 0.8144 -2.0957 -0.5044 -0.440
H -1.1179 1.6125 0.7746 0.406
H 0.4672 1.6145 0.1567 0.399
H 1.5395 -0.1789 -0.8310 0.109
```

Its SMILES is NC(=O)C=O. The value obtained for the frontier orbital gap is 9.934 eV. The calculation puts the electronic energy at -283.23499 a.u.

[5]
Below is an isolated molecule of C2H3NO2 in a non-equilibrium geometry, with properties calculated with wB97M-V/def2-TZVPD.

```
8
Properties=species:S:1:pos:R:3:nbo_charge:R:1
O -1.9608 0.2679 -0.1444 -0.572
C -0.7913 0.0060 0.0678 0.623
C 0.5046 0.7886 0.0029 -0.181
O 1.1883 -0.5115 -0.2259 -0.345
N -0.0877 -1.1206 0.1720 -0.357
H 0.7047 1.4641 -0.8577 0.214
H 0.9415 1.1424 0.9093 0.212
H -0.4992 -2.0368 0.0760 0.407
```

Its SMILES is O=C1CON1. The value obtained for the frontier orbital gap is 10.732 eV. The calculation puts the electronic energy at -283.13917 a.u.

[6]
Below is an isolated molecule of C2H3NO2, with properties calculated with wB97M-V/def2-TZVPD.

```
8
Properties=species:S:1:pos:R:3:nbo_charge:R:1
O -2.1938 0.7782 -0.2490 -0.536
C -1.0645 0.3971 -0.4135 0.528
N -0.1567 -0.0144 0.5829 -0.672
C 1.0886 -0.3741 0.0955 0.534
O 1.3575 -0.3528 -1.0842 -0.567
H -0.5104 0.2950 -1.3604 0.163
H -0.3467 -0.0456 1.5803 0.419
H 1.8259 -0.6834 0.8483 0.132
```

Its SMILES is O=CNC=O. The value obtained for the frontier orbital gap is 10.844 eV. The calculation puts the electronic energy at -283.24976 a.u.

[7]
Below is an isolated molecule of C2H3NO2 in a non-equilibrium geometry, with properties calculated with wB97M-V/def2-TZVPD.

```
8
Properties=species:S:1:pos:R:3:nbo_charge:R:1
O 2.3315 0.2592 -0.0042 -0.516
C 1.1135 -0.0050 -0.0238 0.658
N 0.1254 -0.8189 0.5031 -0.646
C -0.2553 0.3121 -0.4021 0.126
O -0.9510 1.2606 0.3107 -0.673
H -0.0993 -1.7823 0.3099 0.404
H -0.6606 -0.0104 -1.4172 0.176
H -1.6042 0.7847 0.7237 0.471
```

Its SMILES is O=C1N[C@H]1O. The value obtained for the frontier orbital gap is 10.604 eV. The calculation puts the electronic energy at -283.16869 a.u.

[8]
Below is an isolated molecule of C2H3NO2, with properties calculated with wB97M-V/def2-TZVPD.

```
8
Properties=species:S:1:pos:R:3:nbo_charge:R:1
C -2.0670 -0.1160 -0.0208 -0.106
N -0.8445 -0.4360 0.0485 -0.102
O -0.0292 0.7273 -0.0029 -0.412
C 1.3059 0.3965 0.0116 0.637
O 1.7527 -0.7126 -0.0247 -0.531
H -2.7675 -0.9634 -0.0150 0.200
H -2.4666 0.8858 -0.0769 0.184
H 1.9243 1.3294 0.0270 0.129
```

Its SMILES is C=NOC=O. The value obtained for the frontier orbital gap is 11.686 eV. The calculation puts the electronic energy at -283.17322 a.u.